Entry 1:
ORCA calculation (the ωB97M-V functional and the def2-TZVPD basis) on the ion CH4Cl2PS with charge +1 at a distorted geometry.

The geometry in XYZ format:
```
9
Properties=species:S:1:pos:R:3:forces:R:3
C 1.06265 -0.25552 -0.57122 -2.0 -0.5 0.8
P -0.72992 -0.10477 -0.09200 1.6 0.2 1.4
S -0.77972 1.53079 1.17049 -2.2 1.5 -1.9
Cl -1.37047 -1.68079 0.87845 0.2 -0.5 0.3
Cl -2.02279 0.06635 -1.51801 -0.1 0.6 -0.6
H 1.58146 0.38939 0.17706 0.0 -1.3 -0.3
H 1.09567 0.32599 -1.46518 0.3 0.0 -1.1
H 1.19158 -1.36385 -0.68305 0.8 1.2 0.1
H -0.02846 1.09242 2.10346 1.4 -1.2 1.3
```
Forces are in eV/Å.

The calculation puts the largest force on an atom at 3.26 eV Å⁻¹. The charge is +1. As for the total energy: -1700.19484 Eh. The calculation puts the HOMO-LUMO gap at 11.0 eV. Its HOMO energy is -0.5633 Ha.

Entry 2:
ORCA calculation (the ωB97M-V functional and the def2-TZVPD basis) on a cluster of 2 separate species, CH4Cl2Si in total at a distorted geometry.

The geometry in XYZ format:
```
8
Properties=species:S:1:pos:R:3:forces:R:3
C -2.55118 -0.33966 0.18711 0.9 -1.6 -0.7
Si 2.27844 0.68591 -0.31209 -1.2 1.5 0.3
Cl 1.27085 -0.21779 1.16812 -0.4 -0.5 0.9
Cl 4.07552 1.28876 0.28424 1.2 0.1 0.3
H -2.70595 0.50142 -0.49692 -0.1 -0.2 0.5
H -3.06104 -1.33126 -0.12762 0.9 1.9 0.8
H -1.52761 -0.39431 0.69071 -1.8 0.0 -0.6
H 2.22096 -0.19307 -1.39354 0.4 -1.2 -1.4
```
Forces are in eV/Å.

The calculation puts the largest force on an atom at 2.24 eV Å⁻¹. The charge is 0. As for the total energy: -1250.31740 Eh. The calculation puts the HOMO-LUMO gap (alpha / beta) at 8.1 / 8.1 eV. Its HOMO energy (alpha / beta) is -0.2969 / -0.3357 Ha.

Entry 3:
ORCA calculation (the ωB97M-V functional and the def2-TZVPD basis) on the ion CH4Cl3N2Si with charge +1 at a distorted geometry.

The geometry in XYZ format:
```
11
Properties=species:S:1:pos:R:3:forces:R:3
C 0.92408 -0.11127 -0.01009 -1.8 4.5 5.3
N 0.18865 -0.43354 -0.97367 -1.9 -1.4 -1.5
N 0.15359 0.70902 1.04956 3.1 -3.9 0.2
Si 2.83553 0.05156 -0.01716 0.0 -0.9 0.0
Cl 3.40419 0.55562 1.81638 0.1 0.3 0.2
Cl 3.45508 -1.82547 -0.43396 0.0 0.3 -0.2
Cl 3.12240 1.38347 -1.46549 0.2 0.2 -0.2
H -0.82031 -0.63985 -0.97925 0.5 0.7 0.4
H 0.60738 -0.60339 -1.84176 0.8 -0.7 -1.6
H -0.80643 0.48010 0.90945 -1.1 0.3 -0.1
H 0.34946 0.44607 2.09637 0.1 0.7 -2.6
```
Forces are in eV/Å.

Its SMILES is NC(=[NH2+])[Si](Cl)(Cl)Cl. The calculation puts the largest force on an atom at 7.18 eV Å⁻¹. The charge is +1. As for the total energy: -1819.96946 Eh. The calculation puts the HOMO-LUMO gap at 10.6 eV. Its HOMO energy is -0.5780 Ha.

Entry 4:
ORCA calculation (the ωB97M-V functional and the def2-TZVPD basis) on a structure of composition CH4Cl4N3P3 at a distorted geometry.

The geometry in XYZ format:
```
15
Properties=species:S:1:pos:R:3:forces:R:3
C 0.58714 0.03824 -0.04272 0.4 -2.4 0.2
N -1.71639 -1.47995 -0.19818 -4.5 -1.0 0.0
N -2.02799 1.22409 -0.30244 -0.8 -0.3 1.9
N -4.65096 0.22522 -0.11732 2.0 -0.5 1.4
P -1.22764 -0.08497 0.34852 0.5 2.4 0.4
P -3.93857 -1.21587 -0.01462 3.4 1.2 -1.5
P -3.59052 1.49076 -0.01620 1.7 -2.5 -1.6
Cl -4.42964 -2.12722 1.62644 -0.3 -0.8 1.0
Cl -4.68157 -2.27223 -1.52206 0.1 -0.3 0.1
Cl -4.13100 2.41617 -1.60342 -0.8 1.9 -1.9
Cl -4.04853 2.73659 1.43756 -0.1 0.2 0.8
H 1.15582 0.53133 0.78121 -0.5 -0.5 -0.5
H 0.93770 -1.12101 -0.16927 -0.7 2.8 0.5
H 0.83588 0.54791 -0.98820 -0.6 -0.2 0.4
H -1.30002 0.05866 1.81560 0.2 0.0 -1.1
```
Forces are in eV/Å.

The calculation puts the largest force on an atom at 4.57 eV Å⁻¹. The charge is 0. As for the total energy: -3069.67235 Eh. The calculation puts the HOMO-LUMO gap at 8.8 eV. Its HOMO energy is -0.3431 Ha.

Energy relative to the best compared isomer or geometry (same formula, charge and spin), record by record: 19.06; 445.67; 114.51; 151.53 kJ/mol